Entry a
ORCA calculation (the ωB97M-V functional and the def2-TZVPD basis) on a gas-phase ion, C2H3N2O2 (charge +1).

Results
HOMO energy (spin up / spin down) = -15.6 / -15.6 eV
SMILES = O=[N+]1CC=[N+]1[O-]

```
! wB97M-V def2-TZVPD RIJCOSX def2/J DEFGRID3
* xyz 1 1
O 0.1755 2.0373 -0.4509
N 0.2735 0.8780 -0.4593
C -0.8062 -0.1769 -0.4999
C 0.1232 -0.9534 0.4243
N 1.0661 0.0426 0.5066
O 1.9814 0.3506 1.1632
H -0.9530 -0.5924 -1.5035
H -1.7754 0.2610 -0.1439
H -0.0851 -1.8468 0.9634
*
```

Löwdin population analysis, charges in e, atoms 1 to 4: 0.331 -0.026 0.025 0.186


Entry b
ORCA calculation (the ωB97M-V functional and the def2-TZVPD basis) on 2 unconnected molecules or ions with the total composition C2H3N2O2.

Results
HOMO energy (spin up / spin down) = -15.3 / -15.3 eV

```
! wB97M-V def2-TZVPD RIJCOSX def2/J DEFGRID3
* xyz 1 1
C 0.4299 0.7687 0.0632
C 0.5393 -0.1570 1.0452
N -0.0572 0.4697 -1.1379
N -0.4748 -0.6702 -1.3508
O -0.5132 -1.3723 -0.1912
O 0.5793 -0.6379 2.0776
H 0.7865 1.7394 0.4646
H -1.3385 -1.2470 0.8912
H 0.0486 1.1066 -1.8620
*
```

Löwdin population analysis, charges in e, atoms 1 to 4: -0.016 -0.166 0.086 0.095


It is entry b that is the most stable of them.


Entry a
ORCA calculation (the ωB97M-V functional and the def2-TZVPD basis) on a gas-phase ion, C2H3N2O2 (charge +1).

Results
HOMO energy = -15.9 eV
SMILES = O=C/C=[NH+]\N=O

```
! wB97M-V def2-TZVPD RIJCOSX def2/J DEFGRID3
* xyz 1 1
O 0.4243 2.0068 -0.2855
C -0.3873 1.2361 0.1250
C -0.7658 -0.0642 -0.2826
N 0.0134 -1.0613 -0.1392
N 1.6093 -0.9557 -0.2733
O 2.1811 -0.3036 0.4531
H -0.9927 1.3654 0.9949
H -1.8800 -0.1749 -0.5006
H -0.2022 -2.0488 -0.0918
*
```

Löwdin population analysis, charges in e, atoms 1 to 4: 0.177 -0.230 0.020 0.151


Entry b
ORCA calculation (the ωB97M-V functional and the def2-TZVPD basis) on 2 unconnected molecules or ions with the total composition C2H3N2O2.

Results
HOMO energy (spin up / spin down) = -16.0 / -16.0 eV

```
! wB97M-V def2-TZVPD RIJCOSX def2/J DEFGRID3
* xyz 1 1
C -0.0516 0.5828 0.9647
C -1.3806 -1.2701 -3.0094
N 0.4365 0.9904 2.0420
N 0.5410 -0.0044 -0.0670
O -1.7316 -1.8339 -3.9043
O 1.0581 1.7146 2.7101
H -1.0870 0.5979 1.0196
H 0.0046 -0.7512 -0.4953
H 1.5488 -0.1564 -0.0137
*
```

Löwdin population analysis, charges in e, atoms 1 to 4: -0.103 -0.023 0.097 0.219


Entry c
ORCA calculation (the ωB97M-V functional and the def2-TZVPD basis) on 2 unconnected molecules or ions with the total composition C2H3N2O2.

Results
HOMO energy (spin up / spin down) = -13.0 / -13.0 eV

```
! wB97M-V def2-TZVPD RIJCOSX def2/J DEFGRID3
* xyz 1 1
C 0.2756 1.9905 -2.5934
C -0.7724 -0.5162 -0.4130
N -1.2845 -0.5539 -1.4635
N -0.5501 -1.0750 0.7177
O -0.4012 1.4038 -3.2821
O -1.5529 -0.2373 -2.5871
H 0.7405 2.3856 -1.7102
H -0.4357 -0.3266 1.4570
H -0.0284 -2.0253 0.5965
*
```

Löwdin population analysis, charges in e, atoms 1 to 4: 0.305 -0.181 -0.038 0.115


Entry d
ORCA calculation (the ωB97M-V functional and the def2-TZVPD basis) on 2 unconnected molecules or ions with the total composition C2H3N2O2.

Results
HOMO energy = -16.1 eV

```
! wB97M-V def2-TZVPD RIJCOSX def2/J DEFGRID3
* xyz 1 1
C -0.0021 2.7465 0.0513
C -2.3130 -1.2831 -0.2846
N -1.2525 -0.6763 -0.5716
N -0.2766 1.6932 0.5547
O -3.1196 -1.8909 0.2334
O 0.4148 3.6537 -0.4862
H -0.8142 -1.0955 -1.3483
H -0.8980 0.3048 -0.1418
H -0.5216 1.7539 1.4918
*
```

Löwdin population analysis, charges in e, atoms 1 to 4: -0.327 -0.140 0.261 0.161


It is entry d that is the most stable of them.


Entry a
ORCA calculation (the ωB97M-V functional and the def2-TZVPD basis) on a gas-phase ion, C5H15N2S (charge +1).

Results
HOMO energy = -12.6 eV
SMILES = C[C@H](N)C[NH2+]CCS

```
! wB97M-V def2-TZVPD RIJCOSX def2/J DEFGRID3
* xyz 1 1
C -0.3919 0.0548 -3.0865
C -0.2828 -0.2566 -1.6111
N -1.2384 -1.2756 -1.1189
C -0.4304 0.9439 -0.6950
N -0.4346 0.4263 0.7063
C 0.9211 0.4016 1.3232
C 0.9367 0.1795 2.8206
S 1.0417 -1.5889 3.2878
H -1.2716 0.6497 -3.3341
H 0.4645 0.6490 -3.4278
H -0.3544 -0.8661 -3.6622
H 0.6808 -0.6817 -1.3960
H -1.0156 -2.1625 -1.5541
H -2.2046 -1.0539 -1.3365
H 0.3861 1.6276 -0.8489
H -1.3156 1.5306 -0.9563
H -1.0189 1.0614 1.2470
H -0.8634 -0.5169 0.6116
H 1.4337 1.3338 1.0966
H 1.5004 -0.3741 0.8416
H 0.1134 0.6283 3.3792
H 1.8424 0.6442 3.1918
H 1.5013 -1.3544 4.5218
*
```

Löwdin population analysis, charges in e, atoms 1 to 4: -0.040 -0.428 0.043 -0.103


Entry b
ORCA calculation (the ωB97M-V functional and the def2-TZVPD basis) on a gas-phase ion, C5H15N2S (charge +1).

Results
HOMO energy = -12.1 eV
SMILES = C[C@@H](CS)NCC[NH3+]

```
! wB97M-V def2-TZVPD RIJCOSX def2/J DEFGRID3
* xyz 1 1
C 1.3164 2.0333 0.2766
C 0.5246 0.7308 0.5563
C -0.4650 0.6813 1.8096
S 0.5071 0.7393 3.3151
N -0.4307 0.3453 -0.5979
C 0.2402 -0.3617 -1.6653
C -0.0323 -1.9123 -1.4385
N -1.2620 -2.1801 -0.5232
H 1.0539 2.8585 0.9921
H 1.0523 2.4700 -0.7050
H 2.4041 1.7228 0.1611
H 1.2509 -0.1855 0.7619
H -1.1068 1.6093 1.6688
H -1.0855 -0.2388 1.6690
H 0.1323 2.0051 3.5283
H -0.8319 1.2372 -0.9152
H -0.1871 -0.1195 -2.6480
H 1.3802 -0.0713 -1.8107
H 0.8532 -2.4489 -0.8558
H -0.3123 -2.3830 -2.3878
H -2.2206 -1.8550 -1.0232
H -1.2772 -1.5090 0.1672
H -1.5039 -3.1678 -0.3356
*
```

Löwdin population analysis, charges in e, atoms 1 to 4: -0.064 -0.439 -0.574 0.744


It is entry a that is the most stable of them.


Entry a
ORCA calculation (the ωB97M-V functional and the def2-TZVPD basis) on 5 unconnected molecules or ions with the total composition CH11O5.

Results
Expectation value of S² = 0.754
HOMO energy (spin up / spin down) = -10.9 / -10.9 eV

```
! wB97M-V def2-TZVPD RIJCOSX def2/J DEFGRID3
* xyz 0 2
C -0.5153 2.2463 -0.3839
O -0.5091 0.9508 -0.7817
H 0.4125 2.6651 0.1538
H -0.6775 2.9129 -1.2766
H -1.3172 2.5628 0.2675
H -1.3108 -0.6225 -0.7445
H -2.8062 -0.8051 -1.1267
O -2.0742 -1.2126 -0.6567
H 0.9302 0.2632 -1.6583
H 0.8276 -0.6047 -2.7594
O 1.3320 -0.5952 -1.9304
H 1.6518 -0.7796 0.5944
H 0.9571 0.4822 0.6537
O 1.6457 0.0210 1.1521
H 0.9097 -2.7930 3.4610
H 0.4079 -2.0607 2.1265
O 0.1358 -2.6310 2.9092
*
```

Löwdin population analysis, charges in e, atoms 1 to 4: -0.162 -0.078 0.117 0.130


Entry b
ORCA calculation (the ωB97M-V functional and the def2-TZVPD basis) on 5 unconnected molecules or ions with the total composition CH11O5.

Results
Expectation value of S² = 0.754
HOMO energy (spin up / spin down) = -10.0 / -10.0 eV

```
! wB97M-V def2-TZVPD RIJCOSX def2/J DEFGRID3
* xyz 0 2
C 1.5186 0.2286 -1.2143
O 0.9594 -0.0619 0.0157
H 1.8192 1.2969 -1.3432
H 0.8461 -0.0159 -2.0695
H 2.4033 -0.3446 -1.4022
H 2.7876 -1.7105 1.9347
H 2.3329 -1.1630 0.5693
O 3.1320 -1.2872 1.1058
H -0.4403 -0.5432 -0.1961
H -1.6630 -1.2151 0.8342
O -1.5305 -0.8025 -0.0968
H -0.2951 2.8190 0.6297
H 0.0447 1.4802 1.0044
O -0.5776 2.1468 1.2930
H -4.2408 0.1286 -0.8493
H -3.0558 -0.4882 -0.1043
O -4.0409 -0.4680 -0.1112
*
```

Löwdin population analysis, charges in e, atoms 1 to 4: -0.113 -0.056 0.140 0.111


It is entry a that is the most stable of them.


Entry a
ORCA calculation (the ωB97M-V functional and the def2-TZVPD basis) on a single C10H12N2O2 molecule.

Results
HOMO energy = -7.9 eV
SMILES = CN(C)/C(=C/c1ccccc1)[N+](=O)[O-]

```
! wB97M-V def2-TZVPD RIJCOSX def2/J DEFGRID3
* xyz 0 1
C 2.8470 1.3731 0.7220
N 2.4042 0.3184 -0.1224
C 3.4675 -0.5250 -0.5790
C 1.1026 -0.0988 -0.2319
C 0.0000 0.7129 -0.2285
C -1.3838 0.3246 -0.1115
C -2.4331 1.0175 -0.8129
C -3.7520 0.7775 -0.6102
C -4.1345 -0.2987 0.1386
C -3.1098 -1.0462 0.8131
C -1.7783 -0.6950 0.7455
N 0.9542 -1.5670 -0.3066
O 0.3171 -1.9813 -1.2555
O 1.3208 -2.2142 0.6515
H 3.7357 0.8825 1.3702
H 3.2889 2.2775 0.3195
H 1.9953 1.6561 1.3748
H 3.0111 -1.3358 -1.2118
H 4.0750 0.1038 -1.0634
H 4.0899 -1.0914 0.2371
H 0.3288 1.7648 -0.3335
H -2.2053 1.6119 -1.7589
H -4.5131 1.4588 -1.0971
H -5.1980 -0.5620 0.2799
H -3.3941 -1.7599 1.6267
H -1.0362 -1.1042 1.4444
*
```

Löwdin population analysis, charges in e, atoms 1 to 4: -0.073 -0.202 -0.064 -0.189


Entry b
ORCA calculation (the ωB97M-V functional and the def2-TZVPD basis) on a single C10H12N2O2 molecule.

Results
HOMO energy = -8.7 eV
SMILES = CN(C)NC(=O)c1ccccc1C=O

```
! wB97M-V def2-TZVPD RIJCOSX def2/J DEFGRID3
* xyz 0 1
C -3.2061 -1.0451 -0.4925
N -2.4595 -0.2792 0.5290
C -3.1207 0.9063 0.9618
N -1.1766 0.0378 0.0741
C -0.1783 -0.9144 0.2575
O -0.4576 -2.0113 0.7793
C 1.1918 -0.5384 0.0206
C 2.1588 -1.5892 0.0332
C 3.5701 -1.2975 -0.0419
C 3.9791 0.0227 -0.1515
C 3.0500 1.0109 -0.1083
C 1.6915 0.7529 -0.1057
C 0.7828 1.8716 -0.4788
O 0.0403 1.7578 -1.4408
H -3.2121 -0.2136 -1.2703
H -2.5761 -1.8772 -0.7421
H -4.1480 -1.2882 -0.2393
H -2.3687 1.6764 1.1698
H -4.0079 1.2954 0.2176
H -3.7093 0.7992 1.8711
H -1.1902 0.4868 -0.8673
H 1.9396 -2.5719 -0.0147
H 4.2223 -2.2321 -0.1177
H 5.0457 0.3801 0.0117
H 3.2662 2.0802 0.0304
H 0.8732 2.7802 0.1149
*
```

Löwdin population analysis, charges in e, atoms 1 to 4: -0.028 -0.276 -0.110 0.034


It is entry b that is the most stable of them.